Below is a cluster of 2 separate species, C20H51BClN4O7PSi in total in a non-equilibrium geometry, with properties calculated with ωB97M-V with the def2-TZVPD basis set.

The geometry in XYZ format:
```
86
C20H51BClN4O7PSi | the OMol25 dataset | ωB97M-V with the def2-TZVPD basis set
Cl 5.16 -2.37 -4.64
P -1.56 4.71 3.17
Si 3.56 -2.57 -3.31
O 0.95 -3.57 -4.24
O -0.76 3.72 2.34
O 1.70 2.30 -1.52
O 2.88 -3.37 -0.88
O 3.35 0.22 -3.09
O -2.48 -3.76 -0.14
O 0.67 -3.60 0.61
N -1.99 6.03 4.19
N -2.32 5.51 1.82
N 2.67 -5.37 -3.80
N -2.60 3.58 3.93
C 0.62 0.68 0.00
C -3.98 3.77 4.34
C 2.64 1.34 -3.59
C -3.57 5.00 1.27
C -2.48 -2.99 -2.48
C -2.98 7.07 3.98
C -2.21 -2.66 -1.00
C 4.11 -3.10 -1.56
C 2.53 -6.01 -5.13
C -1.42 -4.70 -0.14
C -1.39 5.81 0.73
C 1.92 1.35 -0.49
C -1.94 2.62 4.82
C 2.56 -0.96 -3.06
C 3.00 -3.20 0.52
C 1.89 -4.03 1.18
C -0.41 -4.45 0.98
C 1.40 1.73 -2.77
C -1.39 6.05 5.52
C 1.94 -6.11 -2.77
B 2.24 -3.97 -3.85
H -0.98 2.31 4.41
H -2.10 5.71 6.29
H -1.75 -3.70 -2.88
H -2.89 -1.85 -0.72
H -2.54 1.72 4.94
H 1.64 -5.60 -5.63
H -4.57 4.29 3.59
H -0.03 -5.42 1.33
H 2.29 1.93 0.37
H -0.16 1.42 0.18
H 2.74 -2.15 0.73
H 2.34 1.22 -4.65
H 1.89 -3.91 2.27
H 3.39 -5.76 -5.75
H 3.99 -3.46 0.90
H -2.46 -2.05 -3.03
H -0.94 -4.78 -1.12
H 0.89 2.50 -3.35
H -4.00 6.68 4.07
H -3.79 5.49 0.32
H -0.94 -3.96 1.81
H 2.70 0.62 -0.72
H -0.44 6.15 1.12
H 2.06 -5.07 0.88
H 4.64 -4.06 -1.68
H -1.05 7.05 5.80
H -1.21 4.93 0.10
H -2.87 7.86 4.72
H 0.56 -3.14 -3.45
H -0.52 5.40 5.56
H -2.88 7.55 3.01
H 0.29 0.00 -0.79
H -3.49 -3.39 -2.61
H -4.42 5.26 1.91
H -1.80 6.61 0.10
H 1.04 -6.56 -3.23
H 0.68 0.91 -2.70
H -4.07 4.31 5.29
H 0.85 0.06 0.87
H 2.36 -7.09 -5.05
H 1.75 -0.96 -3.80
H -4.46 2.80 4.47
H -1.86 -5.68 0.05
H 4.73 -2.35 -1.06
H 2.52 -6.93 -2.33
H 2.12 -1.05 -2.05
H -3.55 3.92 1.11
H -1.19 -2.28 -0.86
H 3.33 2.18 -3.55
H -1.76 3.06 5.81
H 1.60 -5.46 -1.95
```

Gap between HOMO and LUMO (Eh): 0.3056
Highest occupied orbital energy (eV): -8.16
Max |F| (Eh/bohr): 0.125
E_tot (Ha): -2654.1563
Structure (SMILES): CCOCCOCCOC[Si@](Cl)(COCCOCC)B(O)N(C)C.CN(C)P(=O)(N(C)C)N(C)C
2S+1: 1
Charge: 0


Below is a cluster of 5 separate species, C20H51FNO4P in total, with properties calculated with ωB97M-V with the def2-TZVPD basis set.

The geometry in XYZ format:
```
78
C20H51FNO4P | the OMol25 dataset | ωB97M-V with the def2-TZVPD basis set
P -0.24 -4.07 2.79
F -0.16 -6.69 3.03
O 4.17 -1.38 0.76
O -1.47 3.70 -0.81
O 0.08 0.83 -3.78
O -1.15 -0.44 2.32
N -2.36 -4.47 0.94
C 2.89 -1.62 1.32
C 4.62 -0.04 0.84
C -1.21 4.38 -3.17
C 1.66 -5.88 1.75
C -3.22 -0.12 3.61
C 1.33 0.61 -5.89
C 4.75 0.49 2.26
C -1.30 0.70 1.48
C 1.94 1.69 -2.40
C -3.62 4.84 -0.43
C -2.10 4.89 -0.37
C -1.90 -3.84 -0.29
C 1.12 0.50 -2.88
C -1.70 3.35 -2.17
C -1.96 -3.75 2.13
C 1.75 -0.87 0.66
C 0.19 -5.72 2.06
C -0.65 1.96 2.02
C -1.72 -0.33 3.61
C 0.48 1.47 -4.98
H -1.29 3.97 -4.18
H 2.31 0.40 -5.46
H 1.49 1.12 -6.84
H -3.99 4.83 -1.46
H -1.23 0.47 4.18
H 3.96 0.62 0.26
H -2.25 -2.80 -0.39
H 5.59 -0.04 0.34
H -3.51 0.85 3.21
H 1.80 0.21 0.84
H 0.39 1.76 2.28
H 2.89 -1.43 2.40
H -2.36 0.88 1.25
H -3.60 -0.18 4.63
H 2.55 2.12 -3.19
H 0.83 -0.34 -6.09
H -3.35 -4.63 0.92
H -0.46 1.72 -5.48
H 2.60 1.38 -1.60
H 1.85 -6.88 1.37
H -4.03 5.73 0.05
H -1.17 2.41 -2.31
H -2.77 3.14 -2.34
H 5.23 1.47 2.24
H -2.00 -2.66 1.99
H -0.44 -5.94 1.20
H -0.68 2.73 1.25
H 0.99 2.42 -4.76
H 1.78 -0.27 -3.30
H 1.97 -5.16 1.00
H -3.71 -0.90 3.02
H 3.79 0.60 2.75
H -1.78 5.31 -3.14
H 0.43 -3.33 1.79
H -0.16 4.62 -2.98
H -0.82 0.41 0.54
H 1.28 2.47 -2.02
H -1.47 -1.27 4.11
H 1.75 -1.04 -0.42
H -2.24 -4.41 -1.15
H -1.78 5.00 0.67
H -0.81 -3.82 -0.31
H 0.80 -1.22 1.07
H 2.26 -5.73 2.65
H -3.99 3.96 0.08
H -1.16 2.34 2.90
H 5.37 -0.19 2.85
H -2.66 -3.99 2.94
H 2.73 -2.70 1.20
H -1.73 5.76 -0.92
H 0.61 0.05 -2.03
```

Gap between HOMO and LUMO (Eh): 0.3439
Highest occupied orbital energy (eV): -8.60
Max |F| (Eh/bohr): 0.005
E_tot (Ha): -1589.4546
Structure (SMILES): CNCP[C@@H](C)F.CCOCC.CCOCC.CCOCC.CCOCC
2S+1: 1
Charge: 0


Below is a cluster of 11 separate species, C20H52BO18 in total in a non-equilibrium geometry, with properties calculated with ωB97M-V with the def2-TZVPD basis set.

The geometry in XYZ format:
```
91
C20H52BO18 | the OMol25 dataset | ωB97M-V with the def2-TZVPD basis set
O 2.93 -0.43 0.69
O 2.10 -2.81 -0.85
O 0.87 0.35 0.18
O 1.57 -5.49 0.29
O -4.27 -4.93 1.62
O 4.21 1.65 1.59
O 0.88 -1.08 4.98
O -0.59 0.79 -1.77
O -2.38 2.16 -2.13
O 4.98 -4.15 2.95
O -3.68 0.22 -0.13
O -1.52 -0.45 0.01
O -6.52 -0.18 -0.90
O 0.27 -1.46 -1.24
O -1.20 4.09 2.44
O 1.73 1.25 -5.73
O -1.04 4.88 -2.94
O 1.34 5.91 -1.42
C -6.25 0.82 -1.91
C 5.00 1.73 0.46
C -1.35 -0.82 4.07
C -2.52 0.30 -0.46
C -1.67 6.09 -3.18
C 0.18 -1.08 3.79
C 1.56 3.63 -0.78
C 1.78 -0.60 0.22
C 1.29 -6.13 -0.91
C -1.83 1.23 -1.54
C 3.80 -4.37 2.07
C 3.45 5.09 -1.54
C 2.17 5.00 -0.73
C -2.22 -4.88 0.48
C -3.70 -4.32 0.49
C -3.72 -2.77 0.51
C 0.47 -2.39 2.96
C -1.50 2.79 1.89
C 2.19 0.89 -4.45
C 1.37 -1.81 -0.69
B -0.22 -0.19 -0.68
H 1.35 3.32 -1.80
H 4.24 4.78 -0.85
H -0.99 6.92 -3.00
H 0.62 3.69 -0.22
H -0.05 -3.31 3.24
H -1.60 4.22 -3.36
H -1.56 0.25 4.03
H 3.74 6.12 -1.76
H 2.26 5.34 0.30
H -1.62 2.11 2.73
H 0.02 -2.07 2.03
H 0.53 5.44 -1.62
H -3.27 -2.26 -0.34
H 0.34 -5.83 -1.34
H 1.67 2.20 -5.62
H 1.66 -4.54 0.14
H -1.53 -1.16 5.09
H 2.09 -5.87 -1.60
H -6.96 1.14 -2.68
H -3.37 -2.45 1.49
H 1.50 1.42 -3.79
H 0.40 -0.50 5.57
H 5.72 -4.62 2.55
H 3.90 0.74 1.70
H 3.49 4.57 -2.49
H -1.88 6.07 -4.25
H 1.53 -2.46 2.74
H -1.55 -4.58 1.28
H -1.94 4.44 2.94
H 2.86 -4.00 2.48
H -5.68 -0.17 -0.43
H -2.60 6.09 -2.62
H -2.37 -5.95 0.66
H 0.75 -0.27 3.32
H -4.23 -4.32 2.36
H -6.02 1.69 -1.30
H -2.29 2.79 1.13
H 3.55 -5.39 1.77
H -4.72 -2.34 0.39
H 3.23 1.08 -4.19
H 4.54 1.30 -0.43
H -4.39 -4.73 -0.24
H 5.26 2.76 0.24
H 5.90 1.12 0.59
H -1.92 -1.36 3.31
H 1.93 -0.16 -4.33
H -0.63 2.46 1.33
H -1.84 -4.66 -0.52
H 2.05 2.85 -0.19
H 4.01 -3.85 1.13
H -5.27 0.68 -2.36
H 1.20 -7.21 -0.91
```

Gap between HOMO and LUMO (Eh): 0.3537
Highest occupied orbital energy (eV): -7.36
Max |F| (Eh/bohr): 0.100
E_tot (Ha): -2172.5178
2S+1: 1
Charge: -1


Below is a structure of composition C20H52CeNO2P2Si4 in a non-equilibrium geometry, with properties calculated with ωB97M-V with the def2-TZVPD basis set.

The geometry in XYZ format:
```
82
C20H52CeNO2P2Si4 | the OMol25 dataset | ωB97M-V with the def2-TZVPD basis set
Ce 0.42 0.74 -0.82
P -0.01 -0.56 -3.17
P 2.43 1.62 0.70
Si -1.80 1.14 3.11
Si -3.43 -0.38 0.14
Si -0.74 -2.31 1.99
Si -1.40 -0.21 1.27
O 3.31 -2.04 -3.35
O 4.39 -1.17 -1.09
N 2.27 1.41 -2.38
C -2.09 -2.85 3.21
C 3.24 2.75 -0.51
C -3.43 0.77 3.98
C -4.90 -0.67 1.29
C -3.54 -1.85 -1.04
C 4.24 2.76 -2.81
C 2.28 1.00 -3.71
C 1.57 2.69 1.93
C -1.62 0.23 -3.59
C -3.66 1.30 -0.70
C 3.25 2.25 -1.96
C 4.22 2.37 -4.17
C 3.73 0.68 1.58
C -0.50 0.84 4.46
C 0.94 -2.18 2.85
C -1.99 2.91 2.47
C -0.24 -2.38 -3.16
C 1.32 0.00 -4.15
C -0.59 -3.54 0.57
C 3.24 1.50 -4.61
H 1.34 -0.20 -5.23
H -5.14 0.19 1.92
H -0.66 -2.71 -4.13
H -2.20 -2.18 4.07
H 2.27 -0.93 -0.80
H 1.17 -3.18 3.25
H -2.06 3.55 3.36
H -2.92 3.01 1.89
H -4.29 1.11 3.41
H -0.93 -2.67 -2.34
H -1.79 -3.84 3.58
H 0.54 0.98 4.14
H 4.05 -1.47 -1.99
H -3.55 -0.29 4.24
H -0.72 1.57 5.25
H 3.19 1.17 -5.66
H 4.56 -2.00 -0.60
H 4.31 0.11 0.83
H 4.40 1.35 2.15
H 0.20 -3.27 -0.15
H 4.26 2.94 -0.15
H -0.31 -4.51 1.01
H 2.30 3.31 2.48
H -3.48 -2.80 -0.50
H 0.95 -1.48 3.70
H 3.24 -0.03 2.26
H -2.40 -0.03 -2.87
H -4.78 -1.55 1.93
H -0.59 -0.17 4.88
H -3.08 -2.95 2.73
H -1.50 1.32 -3.59
H -1.52 -3.69 0.01
H 1.86 -1.60 -0.71
H -3.38 1.36 4.91
H -2.85 1.61 -1.37
H 0.74 -2.87 -2.98
H 1.01 2.08 2.65
H 4.97 2.77 -4.85
H 4.99 3.44 -2.42
H -0.36 2.32 -1.16
H 2.73 3.73 -0.47
H -4.58 1.22 -1.30
H -2.80 -1.87 -1.85
H -3.81 2.10 0.03
H -1.92 -0.10 -4.59
H 3.89 -2.27 -4.11
H 2.60 -1.47 -3.75
H -4.54 -1.80 -1.50
H -5.75 -0.85 0.62
H -1.17 3.27 1.84
H 0.86 3.35 1.41
H 1.75 -1.90 2.16
```

Gap between HOMO and LUMO (spin up / spin down) (Eh): 0.2446 / 0.2435
Highest occupied orbital energy (spin up / spin down) (eV): -6.30 / -6.26
Max |F| (Eh/bohr): 0.067
E_tot (Ha): -3314.2149
2S+1: 2
Charge: 0


Below is a structure of composition C20H52N5O9Sn in a non-equilibrium geometry, with properties calculated with ωB97M-V with the def2-TZVPD basis set.

The geometry in XYZ format:
```
87
C20H52N5O9Sn | the OMol25 dataset | ωB97M-V with the def2-TZVPD basis set
Sn 0.30 -3.43 6.49
O -4.96 -1.39 -0.20
O -1.41 4.79 -4.02
O -3.43 -4.68 -4.07
O 1.67 -1.91 0.55
O -0.85 2.72 -8.41
O -0.21 -2.42 1.50
O 9.12 -3.36 2.44
O -0.26 2.17 6.14
O 0.04 -2.93 -0.43
N 0.53 -2.39 0.51
N -1.16 2.21 -5.19
N -4.64 -2.24 -2.99
N -1.12 0.96 8.71
N 6.23 -3.12 3.91
C 10.16 -4.20 1.94
C -5.52 -0.58 -1.28
C -0.72 2.87 7.25
C -0.24 4.02 -3.78
C 0.44 2.95 5.12
C -1.78 2.06 8.02
C -4.71 -0.58 0.89
C -0.63 2.48 -3.88
C -5.10 -2.92 -4.26
C -0.30 1.68 -7.56
C 0.04 2.21 -6.10
C -2.40 2.85 9.21
C 7.56 -2.53 4.16
C 7.39 -2.24 5.63
C -3.90 -3.67 -4.91
C 8.82 -3.46 3.82
C -1.19 6.07 -4.69
C -2.03 3.46 -7.88
C -5.71 -1.31 -2.57
C -2.15 -5.20 -4.51
H 7.60 -1.58 3.63
H -0.21 6.43 -4.39
H -1.61 3.09 9.93
H 0.18 3.00 7.85
H -3.75 -1.80 -3.18
H 0.67 1.44 -5.65
H 6.14 -4.13 3.95
H 8.68 -4.48 4.16
H -4.71 -1.26 1.74
H 1.01 2.27 4.48
H -3.09 -2.99 -5.14
H 7.22 -3.19 6.14
H -1.30 2.18 -3.07
H -6.50 -0.20 -0.97
H 0.53 4.21 -4.52
H 6.58 -1.58 5.96
H -1.84 -6.01 -3.86
H -1.79 0.21 8.78
H -4.10 -4.07 -5.90
H -1.77 4.00 -6.96
H 0.59 1.30 -8.06
H -3.14 2.23 9.72
H -5.57 0.03 1.16
H 9.65 -2.92 4.27
H -4.87 0.24 -1.58
H -1.95 6.80 -4.40
H 0.54 3.17 -6.18
H 11.08 -4.10 2.52
H -1.16 3.82 6.95
H 5.93 -2.71 3.04
H -3.68 -0.22 0.97
H -2.09 -5.33 -5.59
H -2.53 4.02 -8.67
H 0.13 4.42 -2.84
H 9.81 -5.22 1.81
H -5.83 -3.60 -3.82
H -1.13 1.28 9.67
H -2.56 1.65 7.37
H 1.13 3.57 5.69
H -2.79 2.78 -7.51
H 10.40 -3.78 0.96
H -6.66 -1.86 -2.54
H -0.99 0.84 -7.52
H -1.12 5.91 -5.77
H -0.11 3.68 4.53
H -5.77 -0.56 -3.36
H -1.33 -4.49 -4.44
H -5.54 -2.30 -5.04
H -1.66 3.02 -5.55
H 0.20 1.90 -3.47
H -3.01 3.73 9.07
H 8.25 -1.75 6.08
```

Gap between HOMO and LUMO (Eh): 0.0625
Highest occupied orbital energy (eV): -10.18
Max |F| (Eh/bohr): 0.060
E_tot (Ha): -1957.5232
2S+1: 1
Charge: +1